(i)
Below is 2 unconnected molecules or ions with the total composition C4H12N3, with properties calculated with the ωB97M-V functional and the def2-TZVPD basis.

XYZ file:
```
19
Properties=species:S:1:pos:R:3
C -1.476 -1.219 0.409
C -0.891 1.458 0.110
C 1.115 -0.023 0.062
C 1.323 -0.224 -1.384
N 0.228 0.838 0.592
N 1.795 -0.739 1.016
N -2.143 -0.166 0.022
H -0.720 -1.484 -0.416
H -1.185 -1.405 1.396
H -1.406 2.010 0.855
H -0.864 1.777 -0.955
H 0.998 0.640 -1.853
H 0.998 -1.114 -1.769
H 2.427 -0.426 -1.607
H 0.433 1.110 1.516
H 2.762 -0.892 0.643
H 1.955 -0.272 1.898
H -2.367 -0.047 -1.013
H -2.982 0.176 0.478
```

## Properties
Orbital gap (spin up / spin down)   0.25855 / 0.26031 hartree
Lowest unoccupied orbital energy (spin up / spin down)   -3.7 / -3.7 eV
Multiplicity   1
Charge   +1

Mulliken atomic charge list, values in e, 2 entries: -0.61, -0.60


(ii)
Below is 2 unconnected molecules or ions with the total composition C4H12N3, with properties calculated with the ωB97M-V functional and the def2-TZVPD basis.

XYZ file:
```
19
Properties=species:S:1:pos:R:3
C -0.917 -0.250 0.164
C -2.200 -0.620 0.865
C -0.058 1.673 1.781
C 2.647 0.257 -2.270
N -0.549 -1.011 -0.841
N -0.169 0.703 0.686
N 2.229 -0.907 -1.991
H -2.635 0.256 1.275
H -2.924 -0.924 0.014
H -2.213 -1.311 1.617
H -1.031 2.030 1.895
H 0.124 1.304 2.717
H 0.590 2.352 1.390
H 2.082 1.193 -1.988
H 0.783 0.551 0.240
H 3.642 0.487 -2.420
H -1.425 -1.484 -1.243
H 2.844 -1.652 -2.182
H 0.339 -0.887 -1.337
```

## Properties
Orbital gap   0.42166 hartree
Lowest unoccupied orbital energy   -2.8 eV
Multiplicity   1
Charge   +1

Mulliken atomic charge list, values in e, 2 entries: 0.91, -1.20


Quick one: least stable of them? (i)


(i)
Below is 2 unconnected molecules or ions with the total composition C4H12N3, with properties calculated with the ωB97M-V functional and the def2-TZVPD basis.

XYZ file:
```
19
Properties=species:S:1:pos:R:3
C -1.879 1.344 -1.601
C 0.440 2.005 -1.732
N -0.455 1.264 -1.235
H -2.449 1.518 -0.687
H -2.171 0.396 -2.046
H -2.025 2.207 -2.247
H 0.173 2.738 -2.485
H 1.469 1.879 -1.420
H -0.174 0.536 -0.527
C 0.201 -2.079 0.203
N 1.142 -1.428 2.714
C 0.882 -0.430 1.726
N 0.435 -0.671 0.575
H -0.484 -2.092 -0.641
H -0.199 -2.640 1.037
H 1.137 -2.502 -0.152
H 2.142 -1.493 2.884
H 0.720 -1.145 3.592
H 1.094 0.593 2.044
```

## Properties
Orbital gap   0.34158 hartree
Lowest unoccupied orbital energy   -4.3 eV
Multiplicity   1
Charge   +1

Mulliken atomic charge list, values in e, 2 entries: -0.76, -0.09


(ii)
Below is a gas-phase ion, C4H12N3 (charge +1), with properties calculated with the ωB97M-V functional and the def2-TZVPD basis.

XYZ file:
```
19
Properties=species:S:1:pos:R:3
N -2.280 -2.127 -0.392
C -1.385 -1.056 -0.644
C -0.706 -0.579 0.645
C 0.367 0.462 0.476
N 0.372 1.438 1.425
C 1.217 0.412 -0.565
N 2.331 1.352 -0.843
H -3.268 -2.111 -0.574
H -1.866 -3.042 -0.357
H -0.615 -1.344 -1.355
H -1.919 -0.189 -1.030
H -0.308 -1.429 1.206
H -1.466 -0.191 1.324
H 1.097 2.131 1.474
H -0.233 1.350 2.221
H 1.201 -0.394 -1.281
H 2.450 2.025 -0.091
H 3.203 0.837 -0.960
H 2.158 1.893 -1.686
```

## Properties
Orbital gap   0.30050 hartree
Lowest unoccupied orbital energy   -3.7 eV
Multiplicity   1
Structure (SMILES)   NCC/C(N)=C/[NH3+]
Charge   +1

Mulliken atomic charge list, values in e, 2 entries: -0.48, -0.36


Quick one: least stable of them? (i)